[1]
51
Properties=species:S:1:pos:R:3 method="wB97M-V/def2-TZVPD" total_charge=+1 homo_lumo_gap_ev="8.15 / 7.46" energy_ev=-81906.555 lumo_energy_ev="-2.4 / -3.2" multiplicity=3
Ni -0.678 -0.387 0.792
C -2.302 -1.201 3.112
N -1.277 -0.187 2.810
C -0.094 -0.394 3.668
C -1.815 1.186 2.970
C -1.409 2.068 1.792
N -1.695 1.406 0.505
C -3.135 1.309 0.250
C -1.048 2.142 -0.597
H -2.732 -1.049 4.107
H -1.851 -2.192 3.076
H -3.101 -1.153 2.372
H -0.365 -0.324 4.725
H 0.668 0.346 3.433
H 0.332 -1.379 3.476
H -1.431 1.637 3.887
H -2.900 1.141 3.057
H -0.333 2.244 1.834
H -1.925 3.033 1.848
H -3.590 2.305 0.206
H -3.631 0.737 1.032
H -3.303 0.808 -0.701
H -1.446 3.160 -0.661
H -1.231 1.622 -1.534
H 0.026 2.184 -0.432
N 4.817 2.274 -4.149
C 4.116 1.576 -3.217
C 3.873 0.201 -3.386
C 3.147 -0.503 -2.454
C 2.659 0.154 -1.331
C 2.898 1.509 -1.135
C 3.622 2.217 -2.068
S 1.631 -0.719 -0.215
O 1.330 0.202 0.913
O 2.140 -2.004 0.154
N 0.190 -0.826 -0.974
C -0.487 -2.019 -1.035
N -0.167 -3.000 -1.865
C -0.949 -4.071 -1.862
C -2.064 -4.194 -1.039
C -2.312 -3.145 -0.178
N -1.543 -2.058 -0.172
H 5.227 1.809 -4.938
H 5.054 3.235 -3.993
H 4.268 -0.300 -4.261
H 2.958 -1.561 -2.586
H 2.543 1.986 -0.232
H 3.818 3.271 -1.916
H -0.673 -4.862 -2.550
H -2.698 -5.066 -1.066
H -3.135 -3.173 0.527

***

[2]
46
Properties=species:S:1:pos:R:3 method="wB97M-V/def2-TZVPD" homo_lumo_gap_ev=9.64 energy_ev=-35466.230 lumo_energy_ev=0.7 smiles="Cc1ccc(CS(=O)(=O)CCC(=O)NCCC(C)C)cc1" e_above_lowest_kcal_mol=0.00
C -0.285 -3.719 0.436
C 0.879 -2.792 0.254
C 1.421 -2.102 1.331
C 2.532 -1.296 1.172
C 3.123 -1.149 -0.079
C 2.567 -1.816 -1.163
C 1.464 -2.631 -0.996
H 1.050 -3.148 -1.849
H 3.004 -1.705 -2.144
C 4.328 -0.293 -0.239
H 4.706 -0.277 -1.257
H 5.127 -0.565 0.449
S 3.983 1.459 0.177
O 3.603 1.545 1.566
O 5.136 2.220 -0.229
C 2.569 1.998 -0.855
C 1.272 1.925 -0.078
H 0.724 2.868 -0.145
C 0.358 0.821 -0.608
O 0.522 0.287 -1.684
N -0.657 0.520 0.225
H -0.734 1.002 1.105
C -1.696 -0.422 -0.120
C -2.986 0.242 -0.610
H -2.765 0.826 -1.505
H -3.667 -0.560 -0.898
C -3.668 1.138 0.437
C -5.187 1.081 0.278
H -5.554 0.068 0.431
H -5.672 1.733 1.001
H -5.475 1.404 -0.720
C -3.201 2.589 0.323
H -3.521 3.008 -0.629
H -3.631 3.190 1.120
H -2.119 2.666 0.380
H -3.417 0.763 1.436
H -1.906 -1.045 0.754
H -1.288 -1.048 -0.916
H 1.505 1.745 0.974
H 2.533 1.335 -1.719
H 2.832 3.002 -1.171
H 2.946 -0.764 2.015
H 0.975 -2.207 2.310
H -0.833 -3.485 1.346
H 0.071 -4.747 0.512
H -0.964 -3.664 -0.412

***

[3]
55
Properties=species:S:1:pos:R:3 method="wB97M-V/def2-TZVPD" homo_lumo_gap_ev=8.46 energy_ev=-179261.614 lumo_energy_ev=-1.2
C -3.515 -1.625 3.177
C -2.443 -1.382 2.032
C -1.180 -2.281 2.367
C -1.996 0.131 2.114
C -2.497 1.027 0.897
C -1.369 1.114 -0.161
C -0.090 1.710 0.007
C 0.606 2.464 1.156
Br -0.586 3.111 2.575
C 1.879 1.633 1.743
C 3.203 2.276 1.086
Br 1.917 1.926 3.712
N 0.607 1.520 -1.203
C -0.183 0.870 -2.084
C 0.395 0.605 -3.500
C -0.149 -0.677 -4.226
C 0.162 -2.024 -3.506
N 0.743 -2.134 -2.206
O -0.161 -3.037 -4.089
N -1.386 0.617 -1.503
C -2.524 -0.044 -2.149
C -2.574 -1.592 -1.952
O -1.951 -2.211 -1.160
O -3.469 -2.276 -2.786
H -3.434 -2.684 3.523
H -3.296 -0.979 4.068
H -4.540 -1.463 2.767
H -2.835 -1.668 1.029
H -0.592 -1.848 3.224
H -1.556 -3.270 2.737
H -0.533 -2.483 1.482
H -2.311 0.628 3.071
H -0.875 0.187 2.116
H -3.386 0.542 0.401
H -2.800 2.054 1.204
H 1.068 3.383 0.702
H 1.840 0.550 1.484
H 3.147 3.397 1.055
H 4.148 2.023 1.659
H 3.219 1.916 0.022
H 1.560 1.872 -1.279
H 1.504 0.470 -3.386
H 0.224 1.494 -4.169
H 0.381 -0.729 -5.216
H -1.236 -0.611 -4.497
H 0.585 -3.107 -1.928
H 1.734 -1.891 -2.187
H -3.455 0.396 -1.697
H -2.554 0.279 -3.223
H -3.246 -1.998 -3.699
B 6.764 0.763 2.079
F 6.525 0.939 3.466
F 5.652 0.078 1.491
F 6.916 2.036 1.460
F 7.944 0.003 1.894

***

[4]
54
Properties=species:S:1:pos:R:3 method="wB97M-V/def2-TZVPD" total_charge=+1 homo_lumo_gap_ev=9.00 energy_ev=-55679.310 lumo_energy_ev=-3.0
C -2.029 -3.638 -3.372
C -0.803 -2.840 -3.705
O 0.293 -3.268 -3.851
O -1.025 -1.457 -3.893
C -1.472 -0.754 -2.811
O -2.619 -0.508 -2.606
C -0.332 -0.254 -1.948
C -0.821 0.030 -0.528
C -1.064 1.516 -0.311
P 0.370 2.609 -0.779
O 0.145 3.236 -2.100
O -1.522 1.821 0.990
C -0.647 1.392 2.026
C -1.258 1.832 3.339
B -0.418 1.485 4.658
O -0.461 0.222 5.211
O 0.352 2.467 5.236
C -0.405 -0.128 1.929
S -1.837 -1.102 2.406
N 0.126 -0.465 0.526
C 0.556 -1.868 0.367
C -0.347 -2.884 0.099
C 0.128 -4.176 -0.051
C 1.488 -4.439 0.040
C 2.383 -3.407 0.281
C 1.915 -2.115 0.455
H -2.925 -3.028 -3.443
H -2.104 -4.458 -4.079
H -1.930 -4.008 -2.354
H 0.474 -0.985 -2.001
H 0.033 0.644 -2.455
H -1.758 -0.497 -0.364
H -1.844 1.816 -1.013
H 1.501 1.753 -0.818
H 0.592 3.491 0.287
H 0.331 1.897 1.964
H -1.278 2.921 3.276
H -2.295 1.504 3.396
H 0.401 -0.202 5.273
H -0.094 2.990 5.909
H 0.391 -0.407 2.616
H -2.737 -0.416 1.690
H 0.987 0.081 0.425
H -1.405 -2.683 0.028
H -0.577 -4.973 -0.239
H 1.851 -5.447 -0.093
H 3.444 -3.600 0.328
H 2.617 -1.309 0.636
C 2.754 5.531 -1.566
O 2.673 4.578 -2.611
H 3.711 6.037 -1.654
H 1.957 6.277 -1.638
H 2.710 5.059 -0.575
H 1.822 4.126 -2.536

***

[5]
56
Properties=species:S:1:pos:R:3 method="wB97M-V/def2-TZVPD" total_charge=-1 homo_lumo_gap_ev=7.48 energy_ev=-114344.373 lumo_energy_ev=2.5 e_above_lowest_kcal_mol=25.36
Be 0.268 -2.062 -0.539
C 5.264 1.902 1.208
Si 4.182 1.611 -0.325
C 5.285 1.946 -1.826
C 2.739 2.809 -0.268
C 3.748 -0.227 -0.299
C 4.761 -1.147 -0.065
C 4.502 -2.511 0.049
C 3.188 -2.927 -0.012
N 2.195 -2.076 -0.243
C 2.451 -0.770 -0.451
S 1.013 0.010 -0.939
H 5.580 2.946 1.269
H 6.166 1.286 1.184
H 4.724 1.661 2.126
H 5.596 2.994 -1.852
H 4.767 1.725 -2.761
H 6.187 1.332 -1.790
H 3.105 3.838 -0.210
H 2.111 2.614 0.603
H 2.106 2.707 -1.148
H 5.785 -0.798 0.034
H 5.294 -3.229 0.208
H 2.911 -3.965 0.119
C -4.649 0.554 2.615
C -5.200 -0.369 1.536
C -6.214 0.350 0.659
O -4.124 -0.966 0.809
P -3.308 -0.466 -0.476
S -4.346 -0.319 -2.133
S -1.866 -1.913 -0.381
O -2.824 0.997 0.040
C -2.838 2.190 -0.761
C -1.457 2.506 -1.297
C -3.358 3.309 0.132
H -5.466 0.902 3.251
H -4.162 1.414 2.156
H -3.920 0.027 3.230
H -5.684 -1.222 2.021
H -5.754 1.217 0.184
H -7.053 0.685 1.273
H -6.581 -0.307 -0.127
H -3.516 2.036 -1.601
H -0.742 2.621 -0.481
H -1.484 3.429 -1.880
H -1.113 1.697 -1.937
H -2.692 3.425 0.990
H -4.360 3.078 0.494
H -3.388 4.247 -0.424
Cl 1.211 -5.729 -2.130
C 0.525 -6.013 -0.527
Cl -0.674 -7.300 -0.619
Cl 1.828 -6.521 0.580
C -0.120 -4.709 0.117
O -0.799 -4.886 1.098
O 0.205 -3.635 -0.482